(1)
C42H41FeN10PTe | the ωB97M-V functional and the def2-TZVPD basis

Its energy above the lowest of the compared OMol25 structures with the same formula, charge and spin is 0.416 eV. As for the net charge: +2. For the HOMO-LUMO gap (spin up / spin down), the calculation gives 7.46 / 7.15 eV. For the highest occupied orbital energy (spin up / spin down), the calculation gives -12.07 / -12.06 eV. As for the spin multiplicity: 5. The calculation puts the lowest unoccupied orbital energy (spin up / spin down) at -4.61 / -4.92 eV.

Element x y z (Å)
Fe1 -0.03999 -0.05254 -0.19483
C1 1.42534 5.23324 1.21123
N1 0.72261 4.15958 0.50884
C2 -0.20407 4.33791 -0.48098
C3 -0.61697 3.09252 -0.85472
N2 0.04537 2.16174 -0.10481
C4 0.84819 2.82814 0.71424
P1 1.97433 2.08313 1.94255
C5 2.80691 0.90918 0.82640
N3 2.20063 0.19566 -0.10829
C6 3.17625 -0.51254 -0.75529
C7 4.38682 -0.21028 -0.20158
N4 4.14350 0.69317 0.79553
C8 5.15842 1.29915 1.65713
C9 0.77173 0.92366 2.68281
N5 -0.04963 0.12116 2.01599
C10 -0.80355 -0.53409 2.95330
C11 -0.42982 -0.11968 4.19724
N6 0.56160 0.80273 4.01398
C12 1.25653 1.51800 5.08591
H1 1.06208 6.18249 0.83023
H2 1.22576 5.18024 2.27870
H3 2.49608 5.16586 1.03381
H4 -0.48359 5.31756 -0.82789
H5 -1.34498 2.81917 -1.60146
H6 2.95848 -1.18006 -1.57412
H7 5.38308 -0.54252 -0.43749
H8 6.12856 0.91056 1.36372
H9 5.15839 2.38020 1.54030
H10 4.97448 1.04208 2.69764
H11 -1.56660 -1.24768 2.68672
H12 -0.77981 -0.39412 5.17729
H13 0.87672 1.15620 6.03618
H14 2.32561 1.32763 5.03524
H15 1.06934 2.58644 5.01080
Te1 0.09830 -0.05476 -2.93241
C13 -1.21919 0.85139 -4.27355
C14 -2.32235 0.15245 -4.75429
C15 -3.15125 0.74718 -5.69506
C16 -2.88188 2.03150 -6.14739
C17 -1.78626 2.72882 -5.65932
C18 -0.95047 2.14269 -4.71805
C19 1.39844 -1.05114 -4.22152
C20 2.50319 -0.37623 -4.73327
C21 3.34529 -1.02655 -5.62472
C22 3.08840 -2.33992 -5.99325
C23 1.99270 -3.01208 -5.47052
C24 1.14267 -2.37196 -4.57861
H16 -2.52727 -0.85360 -4.41104
H17 -4.00355 0.20378 -6.08114
H18 -3.52604 2.48865 -6.88658
H19 -1.57620 3.72848 -6.01616
H20 -0.09156 2.68406 -4.34223
H21 2.70067 0.64917 -4.44860
H22 4.20034 -0.50488 -6.03401
H23 3.74501 -2.84116 -6.69188
H24 1.79533 -4.03603 -5.75912
H25 0.28926 -2.89748 -4.17005
N7 -7.32765 -0.93712 -0.67895
C25 -8.60611 -0.62511 -0.25852
C26 -9.86192 -1.08602 -0.65523
C27 -10.94384 -0.52414 -0.01722
C28 -10.79192 0.46033 0.98252
C29 -9.55074 0.90901 1.36481
C30 -8.43783 0.35443 0.72341
N8 -7.09191 0.63269 0.89279
C31 -6.47724 -0.14918 0.05010
C32 -5.02054 -0.15647 -0.09677
C33 -4.33494 -1.00890 -0.95589
C34 -2.95817 -0.92576 -1.03681
N9 -2.23654 -0.05135 -0.32585
C35 -2.90138 0.76102 0.51674
C36 -4.26755 0.74366 0.65941
H26 -7.08688 -1.60731 -1.38632
H27 -9.98537 -1.83936 -1.42149
H28 -11.94090 -0.84362 -0.28895
H29 -11.67704 0.86746 1.45164
H30 -9.42599 1.66135 2.13146
H31 -4.84437 -1.73774 -1.57135
H32 -2.40431 -1.57604 -1.70354
H33 -2.29659 1.45658 1.08488
H34 -4.76863 1.41741 1.33974
N10 0.46805 -2.25371 0.06942
C37 0.04251 -3.58654 -0.25946
C38 0.98187 -4.50133 -0.71075
C39 0.57729 -5.78616 -1.04130
C40 -0.75684 -6.15399 -0.93176
C41 -1.68883 -5.22849 -0.48771
C42 -1.29197 -3.94158 -0.14919
H35 -0.28274 -1.84170 0.62249
H36 1.33930 -2.20633 0.58301
H37 2.02230 -4.21268 -0.80353
H38 1.31049 -6.50350 -1.38506
H39 -1.06596 -7.15909 -1.18276
H40 -2.72880 -5.51015 -0.38802
H41 -2.02042 -3.22634 0.21863

The computed Mulliken charges, all in e, follow: 1.76, -0.81, 0.14, -0.64, -1.08, 0.60, -0.27, -0.44, -0.23, 0.74, -1.02, -0.65, 0.14, -0.81, -0.15, 0.50, -0.84, -0.54, 0.12, -0.80, 0.33, 0.33, 0.33, 0.46, 0.69, 0.61, 0.45, 0.32, 0.33, 0.32, 0.55, 0.47, 0.33, 0.32, 0.32, 0.01, 0.27, -0.17, -0.68, -0.47, -0.66, -0.27, 0.30, -0.31, -0.62, -0.49, -0.67, -0.29, 0.39, 0.42, 0.41, 0.41, 0.42, 0.41, 0.42, 0.41, 0.42, 0.40, 0.05, 0.72, -1.06, -0.43, -0.50, -0.76, 0.59, -0.59, -0.24, 1.42, -1.30, -0.95, 0.68, -0.82, -0.91, 0.16, 0.39, 0.40, 0.40, 0.44, 0.36, 0.99, 0.45, 0.59, -0.24, 0.38, -0.38, -0.74, -0.57, -0.84, -0.26, 0.27, 0.29, 0.41, 0.43, 0.42, 0.41, 0.40

(2)
C33H41LaN12O3 | the ωB97M-V functional and the def2-TZVPD basis

Its energy above the lowest of the compared OMol25 structures with the same formula, charge and spin is 0.127 eV. As for the net charge: +2. For the HOMO-LUMO gap, the calculation gives 7.66 eV. For the highest occupied orbital energy, the calculation gives -12.65 eV. As for the spin multiplicity: 1. The calculation puts the lowest unoccupied orbital energy at -4.99 eV.

Element x y z (Å)
La1 -0.25115 0.29427 0.11041
C1 4.49772 -2.17614 0.20547
N1 3.45664 -2.72178 -0.66814
C2 3.66153 -4.07688 -1.18890
C3 2.37175 -2.01166 -0.95296
O1 2.16011 -0.87473 -0.50923
C4 1.30854 -2.63551 -1.85320
O2 0.42649 -1.61306 -2.25519
C5 0.84252 -0.96313 -3.43594
C6 0.32089 0.45989 -3.40169
O3 0.11072 1.00033 -2.29902
N2 0.14498 1.08088 -4.55717
C7 0.46574 0.46421 -5.85029
C8 -0.39288 2.44278 -4.59888
H1 4.55513 -2.75883 1.12602
H2 4.26401 -1.14467 0.44446
H3 5.46086 -2.21726 -0.30245
H4 4.40634 -4.57033 -0.57122
H5 4.02933 -4.06492 -2.21668
H6 2.74729 -4.66710 -1.14074
H7 0.72709 -3.36846 -1.29244
H8 1.75240 -3.14318 -2.71014
H9 0.47868 -1.51105 -4.30331
H10 1.93532 -0.89826 -3.49162
H11 1.38886 -0.10895 -5.80380
H12 0.61109 1.25855 -6.57612
H13 -0.34500 -0.17546 -6.20144
H14 -0.77755 2.71615 -3.62439
H15 -1.19992 2.48258 -5.32928
H16 0.38479 3.14783 -4.89422
N3 0.86095 -2.61015 1.98041
C9 1.66792 -1.61864 2.43850
N4 2.66109 -1.97815 3.22781
C10 3.39852 -0.96719 3.69633
N5 4.42943 -1.26074 4.48633
N6 3.16827 0.33780 3.43474
C11 2.17872 0.58000 2.60743
N7 1.39571 -0.35305 2.04915
C12 1.84746 2.01960 2.36726
C13 2.66572 2.99326 2.91296
C14 2.27102 4.32019 2.84742
C15 1.04324 4.61160 2.28726
C16 0.29833 3.57904 1.74395
N8 0.70129 2.30717 1.72050
H17 1.00630 -3.51192 2.40428
H18 -0.09060 -2.38021 1.74925
H19 4.60014 -2.21509 4.75295
H20 4.96657 -0.51834 4.89587
H21 3.57765 2.69116 3.40442
H22 2.89542 5.09907 3.26571
H23 0.65210 5.62049 2.26891
H24 -0.67409 3.78519 1.32692
C17 -1.47428 -0.37825 3.53678
N9 -1.59611 -0.64094 2.09577
C18 -2.56390 -1.41780 1.72685
C19 -2.79122 -1.73378 0.36318
C20 -3.74780 -2.56694 -0.20801
C21 -3.57244 -2.48243 -1.59367
C22 -2.51712 -1.60358 -1.79950
N10 -2.01979 -1.13478 -0.62736
C23 -1.44969 1.08961 3.89546
C24 -0.53679 1.56718 4.82832
C25 -0.53824 2.90626 5.19616
C26 -1.44656 3.78510 4.61986
C27 -2.35831 3.31545 3.68190
C28 -2.36520 1.97214 3.32898
H25 -0.55692 -0.83722 3.90975
H26 -2.30389 -0.86073 4.06165
H27 -3.23420 -1.86017 2.46675
H28 -4.47994 -3.15807 0.32694
H29 -4.13784 -2.99204 -2.36011
H30 -2.10881 -1.28253 -2.74620
H31 0.17664 0.88500 5.28345
H32 0.17034 3.26340 5.93394
H33 -1.45292 4.82825 4.91052
H34 -3.07944 3.99433 3.23945
H35 -3.08279 1.60663 2.60200
N11 -3.74344 1.49271 -0.04877
C29 -2.99859 2.58762 -0.36893
C30 -3.59575 3.86125 -0.43240
C31 -2.84452 4.93288 -0.83478
C32 -1.49829 4.74242 -1.17519
C33 -0.98308 3.48272 -1.05013
N12 -1.68908 2.41274 -0.61862
H36 -4.74175 1.60087 -0.00806
H37 -3.40858 0.57792 -0.31689
H38 -4.64727 3.96749 -0.19472
H39 -3.29296 5.91682 -0.90209
H40 -0.87798 5.55825 -1.52049
H41 0.05573 3.29360 -1.29515

The computed Mulliken charges, all in e, follow: 1.59, -1.18, 0.24, -1.07, 0.85, -0.79, -1.47, -0.09, -0.85, 0.16, -0.36, 0.17, -1.08, -0.96, 0.42, 0.23, 0.49, 0.38, 0.30, 0.41, 0.46, 0.59, 0.65, 0.54, 0.41, 0.40, 0.34, 0.22, 0.43, 0.35, -0.10, 0.05, -0.84, 0.16, -0.33, -0.72, -0.12, 1.41, 0.39, -0.83, -0.83, -1.13, -0.40, 0.51, 0.33, -0.01, 0.27, 0.25, 0.59, 0.46, 0.54, 0.71, -1.99, 0.46, -0.42, 0.00, -0.76, -1.17, -0.77, 0.88, 0.61, -0.35, -0.79, -0.59, -0.68, 0.06, 0.28, 0.70, 0.49, 0.57, 0.48, 0.48, 0.41, 0.46, 0.47, 0.45, 0.44, -0.09, 0.36, -1.11, -0.60, -1.08, -0.78, 1.22, 0.27, -0.21, 0.48, 0.45, 0.55, 0.69

(3)
C39H67AuBN8O | the ωB97M-V functional and the def2-TZVPD basis

Its energy above the lowest of the compared OMol25 structures with the same formula, charge and spin is 0.594 eV. As for the net charge: +1. For the HOMO-LUMO gap (spin up / spin down), the calculation gives 6.21 / 6.21 eV. For the highest occupied orbital energy (spin up / spin down), the calculation gives -10.99 / -10.99 eV. As for the spin multiplicity: 1. The calculation puts the lowest unoccupied orbital energy (spin up / spin down) at -4.78 / -4.78 eV.

Element x y z (Å)
Au1 -0.11951 -0.06333 0.14226
C1 -2.77322 1.22050 3.31715
C2 -2.91741 1.42193 1.80136
C3 -1.75336 2.20824 1.24532
C4 -3.07195 0.09680 1.12664
C5 -4.22213 -0.66636 1.00319
C6 -3.84025 -1.88624 0.45436
C7 -4.85555 -2.96670 0.12979
C8 -5.52847 -3.47155 1.41486
C9 -4.43004 -4.12770 -0.76070
N1 -2.50108 -1.84898 0.28080
N2 -2.04999 -0.61757 0.65505
B1 -1.41602 -2.88875 -0.13761
N3 -0.35597 -2.91230 1.01522
N4 0.42837 -1.81615 1.22464
C10 1.26482 -2.03619 2.23833
C11 1.00333 -3.32136 2.71655
C12 -0.02435 -3.83996 1.94381
C13 -0.74546 -5.13527 2.24129
C14 -0.70905 -6.21359 1.15843
C15 -2.18149 -4.83343 2.68620
C16 2.19184 -0.99385 2.78405
C17 3.43975 -1.62991 3.39188
C18 1.44921 -0.12293 3.81020
N5 -0.81956 -2.40614 -1.50293
N6 -0.72817 -1.05253 -1.76067
C19 -0.39833 -0.88737 -3.04667
C20 -0.27374 -2.14853 -3.62740
C21 -0.52813 -3.08211 -2.63758
C22 -0.40039 -4.57494 -2.81852
C23 0.71936 -5.13287 -1.92431
C24 -1.70694 -5.36792 -2.71139
C25 -0.36959 0.42215 -3.79424
C26 -1.81290 0.91471 -3.98099
C27 0.49760 1.51597 -3.18839
H1 -2.70821 2.18570 3.82771
H2 -1.86496 0.65005 3.54031
H3 -3.62412 0.67239 3.72553
H4 -3.83944 1.97395 1.61866
H5 -0.78900 1.69344 1.43973
H6 -1.66708 3.17946 1.73615
H7 -1.83909 2.37700 0.17071
H8 -5.22668 -0.36341 1.26430
H9 -5.61945 -2.42120 -0.42410
H10 -4.80535 -3.93505 2.08756
H11 -6.28631 -4.21770 1.16356
H12 -6.01943 -2.66140 1.95588
H13 -3.78828 -4.83730 -0.23651
H14 -3.91335 -3.78541 -1.65929
H15 -5.32562 -4.66884 -1.07355
H16 -1.88005 -3.97037 -0.25680
H17 1.49307 -3.82122 3.54135
H18 -0.20690 -5.53441 3.09884
H19 -1.23248 -5.90239 0.25505
H20 -1.19930 -7.11429 1.53646
H21 0.31591 -6.47671 0.88915
H22 -2.73428 -4.36580 1.86952
H23 -2.19788 -4.15306 3.54199
H24 -2.69883 -5.75557 2.96684
H25 2.48625 -0.35400 1.95469
H26 3.18866 -2.21925 4.28039
H27 4.14270 -0.85336 3.69723
H28 3.94340 -2.28864 2.67965
H29 1.09138 -0.72975 4.64734
H30 0.58351 0.37481 3.35745
H31 2.11595 0.64802 4.20632
H32 -0.02878 -2.36030 -4.65895
H33 -0.07127 -4.67368 -3.85044
H34 0.59674 -4.80911 -0.88960
H35 1.69521 -4.78341 -2.26738
H36 0.72010 -6.22614 -1.94277
H37 -2.05856 -5.45752 -1.68500
H38 -1.54803 -6.37761 -3.09908
H39 -2.49864 -4.90045 -3.30313
H40 0.03621 0.17378 -4.77486
H41 -2.27356 1.11538 -3.00698
H42 -2.42382 0.17408 -4.50100
H43 -1.82361 1.83956 -4.56325
H44 0.11709 1.86799 -2.22690
H45 0.52553 2.37650 -3.86220
H46 1.51977 1.17361 -3.02858
C28 -0.80227 5.12203 -1.84792
N7 -0.14675 5.32777 -0.56379
C29 -0.11638 6.69489 -0.05250
C30 0.00315 6.67675 1.45286
C31 1.23759 5.89448 1.82453
N8 1.22224 4.58207 1.18197
C32 2.07124 3.55931 1.77667
C33 0.53306 4.29866 0.03271
O1 0.52228 3.14775 -0.44104
H47 -1.85746 5.40154 -1.78725
H48 -0.72290 4.07934 -2.12899
H49 -0.33081 5.73186 -2.62494
H50 -1.03607 7.18862 -0.36046
H51 0.71694 7.25468 -0.49122
H52 -0.87948 6.18889 1.87451
H53 0.05458 7.68919 1.85288
H54 1.28627 5.74372 2.90331
H55 2.13728 6.44812 1.53438
H56 1.65355 3.19520 2.72140
H57 3.05870 3.97824 1.98339
H58 2.17091 2.72568 1.09150
C34 4.79338 -0.14362 -1.93318
C35 4.30395 0.81814 -0.83532
C36 4.44995 2.27185 -1.30504
C37 5.10841 0.59327 0.45218
C38 2.87699 0.52829 -0.57784
C39 1.72768 0.32941 -0.29156
H59 5.86579 -0.00366 -2.09520
H60 4.27257 0.04469 -2.87540
H61 4.61581 -1.18153 -1.64522
H62 5.48856 2.46882 -1.58319
H63 4.16641 2.96587 -0.50955
H64 3.81294 2.46743 -2.17011
H65 6.16565 0.80388 0.27081
H66 5.01629 -0.44218 0.79149
H67 4.75630 1.25241 1.25023

These are the Mulliken partial charges, in e, on atoms 1 to 99: 1.86, -1.49, 0.29, -1.05, -0.74, -1.01, 0.37, 0.27, -1.33, -1.43, 0.88, 0.04, 1.09, 1.09, -0.52, -0.87, -0.38, -0.02, -0.11, -1.79, -1.17, 2.42, -1.95, -1.27, 0.98, -0.45, -0.23, -0.63, 0.00, 0.09, -1.02, -1.23, 0.41, -1.49, -0.70, 0.45, 0.21, 0.43, 0.64, -0.68, 0.58, 0.44, 0.60, 0.76, 0.16, 0.45, 0.41, 0.06, 0.24, 0.49, -0.96, 0.42, 0.57, 0.34, 0.51, 0.39, -0.17, 0.45, 0.48, -1.13, 0.40, 0.41, 0.45, 0.30, 0.11, 0.42, 0.51, 0.47, 0.03, 0.39, 0.33, 0.01, 0.47, 0.37, 0.44, 0.18, 0.39, 0.45, -0.39, 0.58, -0.05, -0.88, 0.26, -0.66, -0.66, -0.65, 0.45, -1.06, 0.01, -0.05, 0.35, -0.01, 0.37, 0.39, 0.27, 0.26, 0.37, 0.37, 0.32